1.
C2H6NO3S | ωB97M-V with the def2-TZVPD basis set

Geometry as XYZ:
```
13
Properties=species:S:1:pos:R:3:forces:R:3
C 0.916 0.213 1.070 2.4 1.7 -0.6
C 0.987 0.115 -1.284 -0.5 -0.1 0.3
N 0.146 -0.085 -0.110 0.0 -1.0 0.7
O -2.898 0.142 1.494 0.6 -2.2 -2.0
O -3.171 0.277 -0.897 1.0 -2.0 1.0
O -0.262 -1.457 0.094 -0.8 1.4 -0.8
S -2.805 -0.645 0.216 -0.5 3.6 0.9
H 1.125 1.323 1.321 -0.5 -1.3 -0.8
H 0.433 -0.198 1.887 -1.1 -0.7 1.6
H 1.942 -0.277 0.998 -0.7 0.3 0.2
H 0.873 -0.621 -2.058 -0.4 -0.6 -0.1
H 0.669 1.049 -1.693 0.1 0.9 -0.6
H 2.045 0.163 -1.039 0.5 0.0 0.1
```
Positions in Å, forces in eV/Å.

Results
DFT total energy   -20636.9692 eV
Orbital gap (alpha / beta)   6.37 / 6.38 eV
ΔE to the lowest compared entry with this formula, charge and spin   393.3 kJ/mol
Lowest unoccupied orbital energy (alpha / beta)   3.629 / 3.629 eV
Net charge   -1

Here are the Mulliken charges for atoms 1 to 8, given in e:
1. C -1.05
2. C -0.98
3. N 0.15
4. O -0.50
5. O -0.50
6. O -0.73
7. S 0.76
8. H 0.26

***

2.
C39H45Cl6F5N2O2 | ωB97M-V with the def2-TZVPD basis set

Geometry as XYZ:
```
99
Properties=species:S:1:pos:R:3:forces:R:3
C -3.653 -0.837 -2.644 -1.3 3.1 -5.4
C -3.460 0.554 -3.199 -0.8 -1.4 0.6
O -2.414 1.131 -3.014 -0.3 2.1 -4.0
N -4.552 1.098 -3.714 -1.4 0.5 -1.1
C -4.654 2.379 -4.445 -0.4 -0.6 1.0
H -2.899 -1.499 -3.069 -0.3 0.1 0.2
H -4.630 -1.165 -2.997 -0.1 -0.5 0.2
H -3.625 -0.809 -1.554 -0.1 4.3 -3.3
H -5.368 0.522 -3.566 -0.1 0.4 -0.5
H -5.419 2.322 -5.219 0.3 -0.4 -0.2
H -3.669 2.620 -4.844 -0.2 0.2 0.1
H -5.051 3.132 -3.763 0.5 0.3 0.0
C 5.196 -2.733 2.468 1.1 -0.2 0.1
C 4.218 -1.818 3.143 0.5 -0.1 -0.3
O 4.627 -1.008 3.925 0.3 1.6 1.7
N 2.963 -1.843 2.647 2.7 2.8 5.1
C 1.898 -0.907 2.979 0.4 -1.0 2.0
H 6.235 -2.535 2.730 -0.2 0.2 0.8
H 5.192 -2.451 1.415 0.2 -0.8 1.8
H 5.053 -3.803 2.621 -0.4 0.0 -0.3
H 2.770 -2.544 1.945 4.2 2.4 4.5
H 1.351 -0.524 2.118 0.7 -1.1 0.8
H 2.212 -0.024 3.536 0.9 -0.2 -0.3
H 1.227 -1.320 3.732 0.0 -0.7 -0.5
C -2.279 -2.313 0.362 -0.9 -2.6 2.4
Cl -3.547 -1.956 -0.741 1.0 -6.5 7.1
Cl -2.956 -2.688 2.080 -3.2 -0.5 -4.1
H -1.878 -3.310 0.176 0.3 0.4 -0.6
H -1.501 -1.554 0.448 -1.2 -0.4 -0.8
C 3.065 -3.404 -0.240 -0.5 -1.0 -0.8
Cl 1.949 -3.076 1.116 -6.6 -10.2 -7.7
Cl 4.491 -2.435 -0.233 1.4 -2.5 -1.9
H 3.389 -4.444 -0.208 -0.3 0.1 0.4
H 2.477 -3.258 -1.147 0.4 0.2 0.3
C 1.151 4.463 -0.015 -1.0 1.1 0.7
Cl -0.234 3.359 0.135 2.6 7.9 -0.1
Cl 1.112 5.602 1.411 0.5 -0.4 -0.7
H 2.046 3.842 -0.006 -0.2 0.4 0.0
H 0.952 5.046 -0.914 0.5 0.0 0.2
F -4.923 4.866 0.928 -0.6 0.4 -0.1
C -4.163 3.777 1.040 1.1 -0.8 -0.8
C -3.380 3.645 2.176 -0.4 -0.2 0.0
C -2.579 2.519 2.288 -1.2 -1.2 -1.3
C -2.613 1.582 1.218 0.8 -0.2 0.9
C -3.212 1.791 -0.018 -1.0 1.3 2.2
C -4.053 2.898 -0.049 0.1 0.3 -0.6
H -3.487 4.373 2.967 0.1 0.1 0.0
H -2.063 2.274 3.205 0.2 0.1 -0.1
H -2.029 0.677 1.301 -0.2 0.2 0.4
H -2.970 1.172 -0.869 -1.0 0.3 0.7
H -4.517 3.078 -1.008 -0.5 0.5 0.1
F 0.439 -4.433 -5.325 0.4 -1.9 -0.6
C 0.288 -3.194 -4.943 -0.2 2.0 0.5
C 1.008 -2.715 -3.854 0.5 -1.1 -0.5
C 0.853 -1.435 -3.456 1.1 0.6 -1.8
C -0.067 -0.629 -4.116 0.9 1.5 0.0
C -0.852 -1.046 -5.154 1.1 -2.3 -0.1
C -0.579 -2.395 -5.641 -1.2 1.7 0.5
H 1.696 -3.329 -3.292 0.0 -0.4 -0.5
H 1.499 -1.111 -2.655 -0.1 0.6 -0.5
H -0.122 0.399 -3.791 -0.3 0.0 0.1
H -1.630 -0.357 -5.446 0.0 -0.3 -0.8
H -1.061 -2.838 -6.500 -0.3 0.1 0.0
F 0.746 1.598 4.503 0.6 1.2 1.3
C 0.017 0.515 4.341 -2.3 -1.5 1.0
C -0.463 -0.344 5.352 0.8 -0.2 0.3
C -0.996 -1.578 4.975 -0.6 1.4 -2.0
C -1.303 -1.744 3.613 2.7 -1.0 1.9
C -0.900 -0.834 2.626 -1.9 -2.6 1.1
C -0.293 0.270 3.032 0.2 3.0 0.4
H -0.381 -0.250 6.424 0.6 0.8 0.0
H -1.232 -2.365 5.676 0.0 0.2 0.2
H -1.634 -2.722 3.295 1.4 0.6 1.4
H -1.023 -1.133 1.596 0.4 0.9 1.1
H 0.049 1.057 2.376 -0.3 -0.1 0.1
F 3.457 -0.625 -0.884 -1.7 2.5 -2.1
C 3.619 0.493 -0.203 0.6 1.6 3.6
C 3.441 0.448 1.224 0.2 0.1 -2.5
C 3.526 1.592 1.986 -0.7 0.2 -1.0
C 3.802 2.807 1.351 0.9 -0.6 1.3
C 4.186 2.787 0.030 -0.7 1.5 0.1
C 4.029 1.683 -0.757 0.2 -1.6 -1.3
H 3.069 -0.456 1.684 1.2 0.8 -1.1
H 3.150 1.490 2.994 0.5 0.5 0.2
H 3.840 3.695 1.963 0.0 0.3 -0.2
H 4.410 3.719 -0.469 0.3 0.1 0.0
H 4.251 1.714 -1.813 0.0 0.1 -0.2
F 0.646 -2.750 -1.441 -1.2 0.0 1.0
C 0.234 -1.496 -1.043 1.0 -0.9 1.9
C 0.960 -0.932 -0.001 0.2 0.4 -0.9
C 0.633 0.305 0.435 -0.2 1.8 -0.9
C -0.403 0.990 -0.145 -0.7 -2.4 -1.3
C -1.078 0.441 -1.222 1.3 -1.0 2.0
C -0.809 -0.859 -1.630 -0.6 0.6 0.0
H 1.789 -1.356 0.546 -0.8 1.0 -1.7
H 1.256 0.782 1.177 -0.2 0.2 -0.5
H -0.620 2.002 0.163 -1.3 -5.8 0.1
H -1.842 0.956 -1.787 1.5 -0.3 1.2
H -1.404 -1.277 -2.429 0.6 -0.2 0.5
```
Positions in Å, forces in eV/Å.

Results
DFT total energy   -136946.9995 eV
Orbital gap   8.75 eV
Lowest unoccupied orbital energy   0.249 eV

Here are the Mulliken charges for atoms 1 to 8, given in e:
1. C -1.62
2. C 1.41
3. O -0.64
4. N -0.23
5. C -0.89
6. H 0.21
7. H 0.70
8. H 0.67

***

3.
C3H3NO | ωB97M-V with the def2-TZVPD basis set

Geometry as XYZ:
```
8
Properties=species:S:1:pos:R:3:forces:R:3
C 1.242 -0.079 0.012 -1.9 0.4 1.6
C -0.920 0.413 0.329 2.1 -1.0 0.1
C -0.032 -0.691 -0.123 -1.7 -4.0 -3.4
N 0.287 0.799 -0.464 0.3 1.6 -0.1
O 2.374 -0.191 0.226 2.7 -0.1 0.1
H -1.644 0.763 -0.311 -2.4 -0.1 -1.1
H -1.153 0.554 1.381 0.9 0.4 0.1
H -0.153 -1.568 -1.050 -0.2 2.8 2.8
```
Positions in Å, forces in eV/Å.

Results
SMILES   O=C1[C@H]2CN12
DFT total energy   -6693.3221 eV
Orbital gap   10.77 eV
ΔE to the lowest compared entry with this formula, charge and spin   305.8 kJ/mol
Lowest unoccupied orbital energy   0.902 eV

What are the Mulliken partial charges on each atom? They are as follows, in elementary charge units:
1. C 0.58
2. C -0.21
3. C -0.22
4. N -0.38
5. O -0.44
6. H 0.26
7. H 0.22
8. H 0.20

***

4.
C19H15BCl2CsF4N3O7 | ωB97M-V with the def2-TZVPD basis set

Geometry as XYZ:
```
52
Properties=species:S:1:pos:R:3:forces:R:3
Cs 2.048 -1.668 -0.638 -0.1 0.1 0.1
O 0.668 6.376 -1.164 0.0 0.0 0.0
C 1.842 5.647 -1.507 0.0 0.0 0.0
C 1.703 4.216 -1.067 0.0 0.0 0.0
C 2.811 3.499 -0.648 0.0 0.0 0.0
C 2.658 2.157 -0.330 0.0 0.0 0.0
N 1.492 1.523 -0.389 0.0 0.0 0.0
C 0.420 2.212 -0.787 0.0 0.0 0.0
C 0.486 3.558 -1.137 0.0 0.0 0.0
C -0.873 1.471 -0.887 0.0 0.0 0.0
C -2.080 2.135 -0.695 0.0 0.0 0.0
C -3.268 1.440 -0.870 0.0 0.0 0.0
C -4.613 2.075 -0.667 0.0 0.0 0.0
O -4.525 3.485 -0.874 0.0 0.0 0.0
C -3.203 0.103 -1.224 0.0 -0.1 0.0
C -1.952 -0.480 -1.357 0.0 0.0 0.0
N -0.803 0.174 -1.196 0.0 0.0 0.0
H 0.699 7.225 -1.612 0.0 0.0 0.0
H 2.726 6.087 -1.034 0.0 0.0 0.0
H 1.995 5.668 -2.592 0.0 0.0 0.0
H 3.790 3.960 -0.583 0.0 0.0 0.0
H 3.514 1.562 -0.040 0.0 0.0 0.0
H -0.395 4.080 -1.481 0.0 0.0 0.0
H -2.099 3.180 -0.420 0.0 0.0 0.0
H -4.947 1.868 0.357 0.0 0.0 0.0
H -5.326 1.611 -1.353 0.0 0.0 0.0
H -5.405 3.850 -0.759 0.0 0.0 0.0
H -4.092 -0.486 -1.410 0.0 0.0 0.0
H -1.885 -1.528 -1.630 0.0 0.0 0.0
Cl 2.028 -6.477 6.396 0.0 0.0 0.0
C 2.067 -5.273 5.120 0.0 0.0 0.0
C 2.054 -3.912 5.463 0.0 0.0 0.0
C 2.085 -2.964 4.485 0.0 0.0 0.0
Cl 2.073 -1.282 4.936 0.0 0.0 0.0
C 2.136 -3.265 3.061 0.1 0.0 0.0
O 2.174 -2.373 2.196 0.0 0.0 0.1
C 2.149 -4.686 2.782 0.0 0.0 0.0
C 2.208 -5.206 1.430 0.0 0.0 0.0
O 2.285 -4.589 0.384 0.0 -0.1 -0.1
C 2.111 -5.643 3.806 0.0 0.0 0.0
H 2.019 -3.615 6.503 0.0 0.0 0.0
H 2.179 -6.319 1.393 0.0 0.0 0.0
H 2.120 -6.694 3.538 0.0 0.0 0.0
O 3.706 -0.959 -3.070 0.1 0.0 -0.1
N 4.698 -0.446 -2.501 0.0 0.0 0.0
O 5.762 -0.286 -3.106 0.0 0.0 0.0
O 4.594 -0.102 -1.295 0.1 0.0 0.0
F -4.760 -2.405 -2.009 -0.1 -0.1 -0.1
B -5.971 -2.194 -2.713 0.0 0.1 0.1
F -6.329 -0.826 -2.553 0.0 0.0 0.0
F -5.792 -2.479 -4.074 0.0 0.0 0.0
F -6.983 -3.006 -2.176 0.0 0.0 0.0
```
Positions in Å, forces in eV/Å.

Results
DFT total energy   -75896.2743 eV
Orbital gap   6.65 eV
ΔE to the lowest compared entry with this formula, charge and spin   0.0 kJ/mol
Lowest unoccupied orbital energy   3.437 eV
Net charge   -2

Here are the Mulliken charges for atoms 1 to 8, given in e:
1. Cs 1.18
2. O -0.52
3. C -0.60
4. C 0.76
5. C -0.98
6. C -0.46
7. N -0.20
8. C 0.32